1.
{"formula": "C5H9N3", "method": "ωB97M-V/def2-TZVPD", "homo_lumo_gap_ha": 0.3163, "e_lumo_ev": 0.7, "relative_energy_ev": 5.451, "smiles": "C1=NN2CC[C@@H]2CN1", "multiplicity": 1, "species": ["C", "C", "C", "C", "C", "H", "H", "H", "H", "H", "H", "H", "H", "H", "N", "N", "N"], "coordinates": [[-1.821189, 0.611419, 0.198571], [-1.797025, -0.895117, -0.201483], [1.729320, -1.153306, 0.095131], [1.006265, 1.174596, -0.428514], [-0.189870, 0.559807, 0.086350], [-2.316153, 0.980336, -0.635408], [-2.109004, 1.140509, 1.204906], [-2.684554, -1.080675, -0.904771], [-1.735574, -1.741516, 0.659969], [2.600624, -1.793044, 0.327554], [2.840083, 0.530048, 0.746971], [1.261603, 2.248151, 0.014705], [1.099457, 1.358504, -1.517453], [-0.068350, 0.541985, 1.130616], [-0.446207, -0.887910, -0.586399], [0.561572, -1.775892, -0.038250], [2.068997, 0.182100, -0.152502]], "forces_ev_per_angstrom": [[1.847, 0.502, 1.187], [-2.065, -2.647, 4.302], [-1.872, -1.507, -0.333], [2.136, 3.031, -1.345], [-4.575, -2.527, -1.132], [-0.906, 1.789, -1.194], [0.061, -1.568, -2.007], [1.835, -0.382, 0.470], [-1.321, 1.932, -1.381], [-0.744, 0.417, 0.201], [-3.071, -1.375, -3.712], [-0.463, -2.397, -0.435], [-0.715, -0.194, 0.428], [0.933, -1.194, 1.582], [4.778, 3.468, 0.261], [1.032, 1.521, -0.700], [3.108, 1.131, 3.808]], "mulliken_charge": [-0.490, -0.437, -0.026, -0.578, 0.030, 0.266, 0.270, 0.233, 0.327, 0.380, 0.309, 0.247, 0.247, 0.185, 0.055, -0.656, -0.362]}

2.
{"formula": "C5H9N3", "method": "ωB97M-V/def2-TZVPD", "homo_lumo_gap_ha": [0.2739, 0.2664], "e_lumo_ev": [-0.3, -0.5], "relative_energy_ev": 5.093, "multiplicity": 1, "species": ["C", "C", "C", "C", "C", "N", "N", "N", "H", "H", "H", "H", "H", "H", "H", "H", "H"], "coordinates": [[-0.156233, 0.482368, 0.568455], [-0.797133, -0.206511, -0.423628], [2.189373, 1.108889, 2.813086], [1.503308, 1.612929, 1.727520], [-1.349241, -1.428075, -2.445288], [0.676735, -0.393293, -2.358234], [1.017907, 1.115687, 0.639439], [-0.408231, -0.606455, -1.687256], [-0.781338, 0.481945, 1.387388], [-1.884666, -0.344809, -0.405229], [2.662931, 1.676560, 3.515619], [2.292819, -0.003466, 3.057215], [1.647754, 2.666700, 1.695543], [-1.949071, -1.952883, -1.750277], [-2.153451, -0.810865, -3.024152], [-0.905201, -1.971328, -3.222938], [1.489340, 0.058537, -1.914372]], "forces_ev_per_angstrom": [[4.080, 2.066, 0.200], [-1.518, -1.520, -3.844], [-2.327, -3.580, -2.544], [3.595, 1.172, 5.259], [-2.873, 2.490, -0.785], [-0.201, -0.914, -0.229], [-4.028, -3.916, -4.213], [2.223, 1.523, 0.356], [-1.172, 0.315, 2.342], [0.585, -0.123, 0.881], [0.916, 1.984, 1.455], [-0.330, 1.468, -0.789], [-0.176, 1.219, -0.224], [-0.214, -1.116, 0.540], [1.588, -0.337, 1.134], [1.106, -0.973, -0.423], [-1.253, 0.241, 0.882]], "mulliken_charge": [-0.113, -0.231, -0.840, 0.058, -0.860, -0.916, -0.385, 0.667, 0.364, 0.235, 0.304, 0.206, 0.278, 0.347, 0.292, 0.314, 0.279]}

3.
{"formula": "C5H9N3", "method": "ωB97M-V/def2-TZVPD", "homo_lumo_gap_ha": 0.3253, "e_lumo_ev": 0.0, "relative_energy_ev": 7.852, "multiplicity": 1, "species": ["C", "C", "C", "C", "C", "H", "H", "H", "H", "H", "H", "H", "H", "H", "N", "N", "N"], "coordinates": [[2.976971, -0.600550, -0.110556], [0.158621, 1.048735, 0.510854], [-0.700510, 1.242355, -0.535565], [-1.768245, 0.143133, -0.286206], [-1.731493, -0.848473, 0.764827], [3.618067, -1.179439, -0.922111], [3.643450, -0.762530, 1.134689], [-0.096097, 1.620904, 1.451392], [-1.128996, 2.264938, -0.798064], [-0.000896, 0.998067, -1.511280], [-2.730595, 0.484062, -0.669166], [-0.920786, -0.940056, 1.552564], [-2.613021, -1.533314, 0.858541], [-0.359743, -1.254288, -0.809392], [1.687991, -0.059068, -0.639843], [1.264716, 0.473167, 0.647797], [-1.299434, -1.097640, -0.638482]], "forces_ev_per_angstrom": [[-1.805, -0.615, -2.836], [1.568, 3.746, 5.839], [-0.860, 0.185, -5.783], [-0.214, 3.350, -2.034], [0.735, -2.993, 0.925], [-1.405, 1.390, 1.566], [-3.016, 1.134, -3.885], [-0.108, -0.878, -0.585], [0.559, -1.204, 1.221], [-2.365, 0.246, 1.862], [-0.084, -0.427, -0.048], [-1.256, 0.486, -1.006], [0.592, 1.287, 0.777], [2.244, 0.339, -0.137], [8.416, -3.117, 5.937], [-0.417, -0.398, -1.733], [-2.583, -2.530, -0.080]], "mulliken_charge": [-0.289, -0.263, -0.609, 0.293, -0.527, 0.259, 0.255, 0.328, 0.370, 0.287, 0.338, 0.273, 0.220, 0.332, -0.401, -0.223, -0.644]}

4.
{"formula": "C5H9N3", "method": "ωB97M-V/def2-TZVPD", "homo_lumo_gap_ha": 0.3312, "e_lumo_ev": 1.0, "relative_energy_ev": 6.090, "smiles": "N[C@@]12CNN=C[C@H]1C2", "multiplicity": 1, "species": ["C", "C", "C", "C", "C", "H", "H", "H", "H", "H", "H", "H", "H", "H", "N", "N", "N"], "coordinates": [[-0.340229, 0.476631, 0.470630], [-0.318169, 1.071508, -0.905567], [0.676522, -1.478015, -0.304890], [-0.739610, -1.038058, 0.061539], [-1.355467, -0.315217, 1.169956], [1.867653, 0.734468, 0.747874], [1.097866, 0.244993, 2.150295], [-0.135757, 2.202968, -0.683538], [-1.326743, 0.892773, -1.511630], [1.654052, 0.971777, -1.947000], [1.001460, -2.517129, -0.273482], [-1.422397, -0.875393, -0.861128], [-2.392647, 0.099735, 1.134640], [-1.275485, -0.755276, 2.321957], [0.923844, 0.641256, 1.259123], [0.692650, 0.378390, -1.699276], [1.392457, -0.735410, -1.129505]], "forces_ev_per_angstrom": [[2.081, -1.116, 1.494], [-2.235, 2.962, 0.745], [-0.311, 0.013, -2.032], [0.266, 0.194, -2.924], [-1.661, -0.346, 4.245], [-2.492, -0.430, 0.795], [-0.721, -0.578, 0.579], [0.073, -1.616, -1.372], [1.923, 0.982, 1.752], [-3.881, -1.199, 0.591], [0.465, 0.288, 0.904], [1.478, -1.082, 1.367], [0.697, -1.022, -0.654], [0.537, 1.646, -2.949], [0.907, 1.733, -2.935], [5.848, 1.222, -0.264], [-2.974, -1.653, 0.659]], "mulliken_charge": [0.389, -0.629, -0.193, -0.179, -0.536, 0.257, 0.207, 0.299, 0.259, 0.362, 0.400, 0.241, 0.209, 0.197, -0.593, -0.114, -0.575]}